[1]
Density functional theory data (the ωB97M-V functional and the def2-TZVPD basis) for a cluster of 11 separate species, C32H91N5O17 in total in a non-equilibrium geometry.

For the gap between HOMO and LUMO, the calculation gives 0.328 Ha. The relative energy (zero: lowest compared OMol25 entry of this formula, charge and spin) comes out at 49.6 kcal/mol. The net charge is 0. As for the highest occupied orbital energy: -8.6 eV. Its SMILES is COC[C@H](C)N.COC[C@H](C)N.COC[C@H](C)N.COC[C@H](C)N.COC[C@H](C)N.OCCO.OCCO.OCCO.OCCO.OCCO.OCCO. As for the lowest unoccupied orbital energy: 0.3 eV.

```
145
Properties=species:S:1:pos:R:3:mulliken_charge:R:1
C 14.265 12.728 10.642 -0.721
O 14.758 14.008 10.313 0.310
C 14.355 14.600 9.170 -1.785
C 15.426 15.575 8.664 3.284
C 14.900 16.738 7.797 -1.761
N 16.442 14.793 7.890 -0.766
H 14.624 12.367 11.567 -0.097
H 14.498 11.994 9.870 0.432
H 13.169 12.698 10.697 0.364
H 14.169 13.891 8.351 0.471
H 13.434 15.134 9.319 0.361
H 15.941 15.937 9.566 -1.362
H 15.791 17.337 7.499 0.338
H 14.162 17.429 8.231 0.215
H 14.381 16.465 6.885 0.409
H 17.232 15.312 7.642 0.317
H 16.660 13.954 8.423 0.224
C 18.250 12.677 15.550 -0.226
O 17.064 13.014 16.259 -0.051
C 16.252 11.918 16.705 -0.823
C 15.638 11.013 15.654 0.625
C 14.867 11.903 14.711 -0.155
N 14.773 9.955 16.120 -0.694
H 18.479 13.631 15.095 -0.352
H 17.963 11.997 14.763 -0.163
H 19.056 12.229 16.099 0.642
H 16.811 11.225 17.347 0.326
H 15.460 12.396 17.322 0.150
H 16.455 10.506 15.117 -0.336
H 15.640 12.375 14.104 -0.513
H 14.355 12.690 15.210 0.193
H 14.213 11.318 14.082 0.638
H 13.951 10.403 16.496 0.277
H 15.235 9.361 16.801 0.259
C 13.653 17.907 11.552 -0.285
O 14.513 18.682 12.401 -0.676
C 14.155 18.518 13.765 0.094
C 15.094 19.408 14.641 0.154
C 15.074 20.916 14.171 -1.611
N 16.472 18.916 14.725 -0.088
H 12.630 18.289 11.487 0.415
H 13.589 16.872 11.916 0.059
H 14.038 17.871 10.535 -0.125
H 13.109 18.785 13.975 0.667
H 14.268 17.467 13.954 -0.361
H 14.666 19.413 15.648 0.359
H 15.674 20.982 13.273 0.304
H 15.611 21.529 14.904 0.417
H 14.048 21.270 14.027 0.433
H 17.104 19.452 14.129 0.211
H 16.546 17.928 14.461 -0.559
C 18.200 11.178 10.984 -0.860
O 18.518 10.947 12.347 -0.034
C 19.893 10.701 12.495 -0.746
C 20.045 9.851 13.747 1.223
C 21.530 9.798 14.274 -1.302
N 19.603 8.452 13.381 -0.808
H 18.656 12.122 10.637 0.359
H 17.124 11.137 10.833 0.154
H 18.647 10.435 10.313 0.398
H 20.383 10.149 11.687 0.574
H 20.412 11.660 12.579 0.007
H 19.303 10.212 14.512 -0.169
H 21.832 10.818 14.370 0.212
H 22.165 9.205 13.568 0.331
H 21.470 9.243 15.240 0.363
H 19.451 7.900 14.216 0.255
H 18.707 8.408 12.951 0.241
C 12.045 13.985 13.490 -0.874
O 11.388 15.054 12.896 -0.478
C 10.944 16.091 13.752 0.123
C 9.834 15.741 14.747 0.542
C 8.584 15.335 13.944 -1.596
N 9.575 16.906 15.578 -0.733
H 11.369 13.593 14.179 0.593
H 12.939 14.358 13.994 0.179
H 12.134 13.277 12.685 0.285
H 11.837 16.391 14.360 -0.494
H 10.676 16.981 13.168 0.439
H 10.098 14.902 15.352 0.322
H 7.804 15.075 14.674 0.475
H 8.793 14.477 13.331 0.308
H 8.306 16.204 13.384 0.386
H 10.289 16.931 16.309 0.238
H 8.746 16.688 16.101 0.293
O 20.160 14.954 14.221 0.429
C 21.497 15.079 14.632 -0.372
C 22.076 13.595 14.765 -0.477
O 21.953 13.070 13.458 -0.644
H 19.909 15.841 13.918 -0.081
H 22.129 15.636 13.897 0.108
H 21.550 15.614 15.556 0.539
H 21.557 12.998 15.537 0.149
H 23.144 13.627 14.945 0.455
H 21.102 13.423 13.165 0.221
O 18.301 16.382 15.988 -0.128
C 18.404 15.508 17.106 0.728
C 18.323 16.266 18.399 -0.835
O 19.513 16.983 18.641 -0.530
H 19.002 17.036 16.071 0.032
H 17.612 14.778 17.032 -0.391
H 19.324 14.874 17.115 0.100
H 18.016 15.492 19.129 0.494
H 17.457 16.926 18.414 0.172
H 19.977 16.822 19.476 0.310
O 17.125 18.143 11.473 0.133
C 17.323 18.617 10.187 -0.403
C 18.635 18.017 9.656 -0.420
O 18.513 16.741 8.984 -0.612
H 16.314 18.485 11.916 -0.175
H 16.553 18.344 9.441 -0.052
H 17.465 19.716 10.197 0.539
H 19.347 17.957 10.525 -0.079
H 18.978 18.716 8.901 0.553
H 18.190 16.060 9.573 0.607
O 14.184 16.960 18.293 -0.682
C 14.583 16.738 16.940 -0.136
C 14.695 15.242 16.750 0.665
O 13.376 14.630 16.890 -0.525
H 14.245 17.910 18.403 0.402
H 13.723 17.050 16.339 0.195
H 15.496 17.247 16.559 0.162
H 15.368 14.871 17.548 0.192
H 15.056 14.920 15.752 -0.600
H 13.064 14.798 17.785 0.366
O 19.709 17.480 13.172 -0.415
C 20.163 18.836 13.353 -0.292
C 21.626 18.981 12.847 -0.630
O 22.005 20.282 13.240 -0.562
H 18.744 17.477 12.937 -0.279
H 19.557 19.523 12.740 0.142
H 20.071 19.139 14.376 0.410
H 21.590 18.932 11.754 0.192
H 22.278 18.291 13.366 0.370
H 22.581 20.207 13.992 0.329
O 17.564 15.317 11.078 -0.557
C 17.428 14.438 12.146 0.083
C 16.488 15.031 13.163 0.434
O 16.974 16.178 13.892 3.445
H 17.089 16.127 11.331 -0.378
H 16.931 13.580 11.656 -0.016
H 18.376 14.114 12.611 -0.370
H 16.367 14.232 13.874 -0.289
H 15.472 15.264 12.703 -0.373
H 17.626 15.991 14.604 -1.295
```



[2]
Density functional theory data (the ωB97M-V functional and the def2-TZVPD basis) for a cluster of 11 separate species, C20H65N19O11 in total in a non-equilibrium geometry.

For the gap between HOMO and LUMO, the calculation gives 0.345 Ha. The relative energy (zero: lowest compared OMol25 entry of this formula, charge and spin) comes out at 199.0 kcal/mol. The net charge is 0. As for the highest occupied orbital energy: -9.2 eV. Its SMILES is COC[C@H](C)N.COC[C@H](C)N.COC[C@H](C)N.NC(N)=O.NC(N)=O.NC(N)=O.NC(N)=O.NC(N)=O.NC(N)=O.NC(N)=O.NC(N)=O. As for the lowest unoccupied orbital energy: 0.1 eV.

```
115
Properties=species:S:1:pos:R:3:mulliken_charge:R:1
C -5.010 -20.747 8.270 -0.739
O -4.712 -20.921 9.644 -0.292
C -5.107 -22.133 10.298 -0.639
C -4.541 -22.230 11.756 0.469
C -3.044 -22.077 11.799 -1.319
N -5.012 -23.478 12.367 -0.634
H -5.953 -20.242 8.065 0.274
H -4.835 -21.635 7.662 0.309
H -4.357 -19.975 7.863 0.266
H -6.192 -22.213 10.231 0.357
H -4.668 -23.034 9.872 0.317
H -4.879 -21.344 12.293 0.185
H -2.544 -22.731 11.084 0.277
H -2.553 -22.492 12.679 0.378
H -2.748 -21.058 11.550 0.325
H -4.631 -23.911 13.196 0.240
H -4.986 -24.290 11.766 0.224
C -0.782 -4.544 -3.225 -0.772
O -0.310 -4.432 -1.863 -0.347
C -1.329 -4.258 -0.793 -0.861
C -2.400 -5.292 -0.600 0.730
C -3.585 -4.843 0.229 -1.502
N -1.869 -6.481 -0.040 -0.668
H 0.038 -4.163 -3.834 0.290
H -1.572 -3.801 -3.335 0.340
H -1.311 -5.439 -3.550 0.265
H -0.744 -4.183 0.124 0.330
H -1.723 -3.267 -1.020 0.398
H -2.803 -5.540 -1.582 0.189
H -3.226 -4.798 1.258 0.356
H -4.389 -5.569 0.109 0.396
H -3.816 -3.886 -0.238 0.370
H -1.262 -6.924 -0.715 0.257
H -2.667 -7.085 0.096 0.233
C 0.697 -14.321 10.544 -0.883
O 1.902 -13.545 10.467 -0.334
C 2.282 -12.972 11.695 -0.580
C 3.786 -12.737 11.648 0.346
C 4.368 -12.354 13.044 -1.343
N 4.088 -11.644 10.710 -0.725
H -0.203 -13.943 11.029 0.351
H 0.674 -15.268 11.082 0.341
H 0.406 -14.613 9.535 0.307
H 1.800 -11.995 11.742 0.230
H 2.017 -13.677 12.483 0.397
H 4.193 -13.654 11.224 0.310
H 5.432 -12.123 12.985 0.365
H 4.157 -13.113 13.796 0.359
H 3.845 -11.442 13.333 0.325
H 3.491 -11.764 9.904 0.289
H 3.833 -10.732 11.062 0.245
N -0.312 -6.362 9.463 -0.364
C -1.286 -5.629 9.912 0.636
N -0.765 -4.815 10.810 -0.390
O -2.466 -5.531 9.420 -0.680
H -0.469 -7.047 8.737 0.216
H 0.571 -6.508 9.930 0.176
H 0.147 -4.858 11.241 0.184
H -1.478 -4.196 11.169 0.223
N -9.945 -17.014 10.246 -0.371
C -11.042 -16.806 10.862 0.608
N -11.599 -17.882 11.452 -0.393
O -11.549 -15.671 10.815 -0.679
H -9.461 -17.861 10.508 0.185
H -9.518 -16.147 9.953 0.253
H -11.086 -18.716 11.698 0.179
H -12.512 -17.766 11.869 0.219
N -0.941 -17.275 1.398 -0.393
C -1.678 -16.319 1.934 0.602
N -1.048 -15.153 1.871 -0.450
O -2.793 -16.360 2.409 -0.639
H 0.009 -16.990 1.208 0.200
H -1.324 -18.185 1.610 0.252
H -1.612 -14.382 2.197 0.231
H -0.044 -15.170 1.978 0.197
N -7.195 -9.163 11.123 -0.345
C -7.826 -10.260 10.906 0.681
N -9.029 -10.196 11.411 -0.400
O -7.387 -11.169 10.249 -0.657
H -7.690 -8.551 11.756 0.130
H -6.473 -8.766 10.538 0.210
H -9.273 -9.299 11.807 0.151
H -9.585 -11.032 11.303 0.232
N -5.245 -12.367 5.529 -0.342
C -4.956 -11.220 4.921 0.654
N -5.321 -10.248 5.646 -0.353
O -4.422 -11.133 3.819 -0.684
H -4.937 -13.293 5.271 0.210
H -5.668 -12.198 6.430 0.118
H -5.052 -9.363 5.240 0.225
H -5.630 -10.403 6.595 0.171
N -9.764 -17.618 2.892 -0.377
C -10.534 -17.015 3.739 0.675
N -9.955 -15.981 4.290 -0.392
O -11.750 -17.245 3.888 -0.680
H -10.128 -18.346 2.293 0.221
H -8.857 -17.250 2.645 0.161
H -10.547 -15.443 4.907 0.224
H -8.971 -15.863 4.098 0.167
N 2.293 -7.782 2.791 -0.343
C 2.586 -8.802 3.499 0.641
N 1.527 -9.571 3.812 -0.410
O 3.813 -8.966 3.770 -0.684
H 1.382 -7.602 2.395 0.145
H 3.026 -7.201 2.410 0.214
H 1.624 -10.472 4.257 0.232
H 0.773 -9.469 3.147 0.199
N -2.215 -11.704 -5.438 -0.392
C -2.044 -11.698 -4.114 0.676
N -3.015 -12.221 -3.462 -0.378
O -1.096 -11.214 -3.495 -0.676
H -3.097 -12.009 -5.823 0.167
H -1.398 -11.570 -6.017 0.221
H -2.974 -12.152 -2.455 0.226
H -3.756 -12.634 -4.010 0.155
```



[3]
Density functional theory data (the ωB97M-V functional and the def2-TZVPD basis) for a structure of composition C3H10IN2OS in a non-equilibrium geometry.

As for the expectation value of S²: 2.02. For the gap between HOMO and LUMO (spin up / spin down), the calculation gives 0.221 / 0.249 Ha. The net charge is +1. As for the highest occupied orbital energy (spin up / spin down): -9.2 / -12.6 eV. Its spin multiplicity is 3. As for the lowest unoccupied orbital energy (spin up / spin down): -3.2 / -5.8 eV.

```
18
Properties=species:S:1:pos:R:3:mulliken_charge:R:1
C 0.676 2.394 0.158 -0.708
C -0.753 0.450 -0.253 -0.819
C -1.098 -1.000 0.161 -0.207
N 0.284 -2.174 -0.706 -0.335
N 0.462 1.011 0.470 -0.054
O -1.147 -1.247 1.451 -0.478
S 1.780 -1.373 -1.080 -0.216
I 0.232 -3.888 0.300 0.194
H -0.323 2.863 0.425 0.294
H 1.570 2.804 0.650 0.340
H 0.787 2.439 -0.895 0.359
H -0.583 0.316 -1.299 0.417
H -1.588 1.094 -0.111 0.517
H -1.922 -1.482 -0.362 0.504
H 1.353 0.407 0.400 0.256
H 0.361 0.656 1.372 0.319
H -1.773 -1.876 1.739 0.426
H 1.680 -1.393 -2.420 0.189
```



[4]
Density functional theory data (the ωB97M-V functional and the def2-TZVPD basis) for a cluster of 10 separate species, C29H85Br2O36P9 in total in a non-equilibrium geometry.

For the gap between HOMO and LUMO, the calculation gives 0.376 Ha. The relative energy (zero: lowest compared OMol25 entry of this formula, charge and spin) comes out at 0.0 kcal/mol. The net charge is 0. As for the highest occupied orbital energy: -10.0 eV. Its SMILES is COP(=O)(OC)OC.COP(=O)(OC)OC.COP(=O)(OC)OC.COP(=O)(OC)OC.COP(=O)(OC)OC.COP(=O)(OC)OC.COP(=O)(OC)OC.COP(=O)(OC)OC.COP(=O)(OC)OC.BrCCBr. As for the lowest unoccupied orbital energy: 0.2 eV.

```
161
Properties=species:S:1:pos:R:3:mulliken_charge:R:1
C -6.936 -0.343 -2.414 -0.412
O -6.547 0.735 -1.558 -0.369
P -5.267 1.642 -1.877 0.085
O -4.546 1.396 -3.128 -0.802
O -5.899 3.117 -1.786 -0.384
C -6.507 3.648 -0.625 -0.512
O -4.337 1.391 -0.635 0.954
C -3.163 2.081 -0.381 -0.199
H -8.003 -0.344 -2.492 0.354
H -6.595 -1.245 -1.943 -0.146
H -6.456 -0.211 -3.342 0.423
H -5.935 4.517 -0.251 0.248
H -6.447 2.890 0.191 0.122
H -7.555 3.754 -0.915 0.298
H -2.733 1.685 0.583 -0.253
H -3.255 3.168 -0.286 0.289
H -2.431 2.021 -1.183 -0.191
C 1.885 6.141 1.788 -0.928
O 2.619 4.914 1.655 0.063
P 4.109 4.976 1.001 1.373
O 4.809 3.701 0.969 -0.699
O 4.837 6.147 1.763 -0.407
C 5.841 5.727 2.734 -0.688
O 3.744 5.609 -0.421 -0.578
C 2.954 4.852 -1.306 -0.063
H 1.141 6.075 1.034 0.296
H 2.515 7.008 1.602 0.331
H 1.448 6.212 2.747 0.295
H 5.586 6.382 3.516 0.303
H 6.811 5.914 2.275 0.255
H 5.899 4.671 2.946 0.282
H 3.022 5.374 -2.254 0.134
H 1.894 4.760 -0.971 0.083
H 3.417 3.886 -1.451 -0.001
C -1.413 -0.213 3.824 -0.642
O -1.923 1.079 3.254 0.284
P -3.441 1.361 3.495 0.633
O -3.936 1.085 4.867 -0.793
O -4.248 0.622 2.293 0.300
C -5.625 0.218 2.603 -1.032
O -3.536 2.921 2.994 -0.219
C -3.075 4.111 3.646 -0.759
H -1.109 -0.821 3.000 -0.099
H -2.185 -0.596 4.517 0.641
H -0.632 0.123 4.477 0.275
H -6.030 0.940 3.255 0.419
H -5.739 -0.722 3.285 0.203
H -6.252 0.043 1.757 0.356
H -2.699 3.832 4.617 0.342
H -3.904 4.772 3.805 0.250
H -2.228 4.517 3.002 0.200
C 2.600 -2.104 5.343 -0.465
O 2.377 -0.705 4.944 -0.218
P 3.514 0.218 4.355 0.582
O 4.974 -0.045 4.646 -0.762
O 3.221 0.091 2.735 0.518
C 4.140 0.710 1.799 -0.446
O 2.941 1.628 4.738 -0.378
C 3.576 2.795 4.204 -0.848
H 2.852 -2.179 6.370 0.308
H 3.372 -2.525 4.694 0.332
H 1.658 -2.562 5.097 -0.004
H 5.134 1.002 2.247 0.481
H 3.790 1.658 1.397 0.022
H 4.339 0.085 0.974 -0.167
H 3.393 3.564 4.900 0.444
H 3.075 2.982 3.256 0.261
H 4.622 2.754 4.113 0.405
C 7.005 3.639 -3.479 -0.928
O 5.571 3.641 -3.388 0.064
P 4.771 3.017 -4.539 0.318
O 5.266 3.341 -5.863 -0.810
O 4.819 1.426 -4.354 -0.344
C 4.538 0.861 -3.058 -0.314
O 3.305 3.480 -4.193 0.340
C 2.427 3.836 -5.201 -0.700
H 7.313 4.381 -2.761 0.228
H 7.255 3.981 -4.438 0.390
H 7.355 2.668 -3.221 0.326
H 3.488 0.707 -2.922 -0.019
H 4.906 1.575 -2.306 0.211
H 5.113 -0.052 -2.978 0.408
H 2.785 4.748 -5.694 0.370
H 1.514 4.188 -4.699 0.028
H 2.363 3.109 -6.018 0.361
C 1.919 -4.993 -1.091 -0.531
O 2.954 -4.591 -0.225 0.343
P 4.341 -5.353 -0.197 0.443
O 4.396 -6.402 -1.191 -0.738
O 5.451 -4.286 -0.293 -0.393
C 5.364 -2.914 0.221 -0.319
O 4.319 -5.843 1.267 -0.287
C 3.306 -6.630 1.725 -0.148
H 1.394 -5.970 -0.752 0.180
H 2.298 -5.176 -2.073 0.403
H 1.096 -4.320 -1.145 0.073
H 5.205 -2.922 1.280 0.269
H 4.457 -2.531 -0.362 0.080
H 6.294 -2.514 0.012 0.388
H 2.474 -5.973 2.012 -0.199
H 3.576 -7.080 2.704 0.290
H 2.945 -7.409 1.028 0.312
C -3.419 -1.808 -2.683 0.277
O -3.602 -3.190 -2.618 -0.418
P -4.927 -3.818 -1.932 1.218
O -5.394 -2.956 -0.874 -0.589
O -5.906 -3.978 -3.218 -0.375
C -7.247 -4.202 -2.915 -0.619
O -4.490 -5.251 -1.504 -0.291
C -3.500 -5.993 -2.213 -0.678
H -3.330 -1.309 -1.670 -0.392
H -4.200 -1.361 -3.317 0.292
H -2.406 -1.534 -3.089 -0.055
H -7.741 -4.576 -3.791 0.268
H -7.799 -3.257 -2.566 0.152
H -7.300 -4.905 -2.077 0.334
H -3.980 -6.919 -2.696 0.230
H -2.832 -6.354 -1.445 0.191
H -2.922 -5.356 -2.822 0.370
C -2.694 -1.786 0.562 -1.161
O -2.209 -2.315 1.800 0.186
P -2.027 -3.844 1.868 0.535
O -1.397 -4.417 0.684 -0.541
O -1.318 -3.992 3.335 -0.549
C 0.104 -4.121 3.461 -0.070
O -3.454 -4.474 2.227 -0.236
C -3.535 -5.846 2.215 -0.801
H -3.783 -1.808 0.568 0.626
H -2.328 -2.294 -0.272 1.131
H -2.382 -0.754 0.601 -0.133
H 0.610 -3.156 3.279 -0.297
H 0.400 -4.824 2.714 0.125
H 0.372 -4.467 4.464 0.481
H -2.835 -6.331 1.500 0.283
H -4.572 -6.143 1.986 0.239
H -3.257 -6.168 3.243 0.299
C 0.510 -0.585 -3.194 -0.872
O 0.004 0.101 -2.059 0.559
P 0.855 0.248 -0.673 -0.785
O 2.333 0.375 -0.833 -0.356
O 0.086 1.411 0.071 -0.126
C 0.704 1.650 1.377 0.265
O 0.478 -1.045 0.238 0.538
C 1.482 -2.025 0.429 0.241
H 0.277 -1.680 -2.966 0.159
H 1.560 -0.416 -3.370 0.174
H -0.115 -0.315 -4.022 0.261
H 0.213 2.525 1.809 0.383
H 1.783 1.720 1.359 -0.362
H 0.472 0.778 2.082 -0.432
H 1.038 -2.882 0.902 0.096
H 2.304 -1.601 1.069 -0.271
H 1.960 -2.298 -0.525 0.215
Br -2.497 1.075 -6.344 -0.198
C -2.439 2.474 -4.985 0.425
C -1.017 2.794 -4.633 -0.482
Br -0.692 3.914 -3.001 -0.185
H -3.157 2.132 -4.162 -0.485
H -2.964 3.347 -5.421 0.421
H -0.564 3.340 -5.402 0.681
H -0.420 1.935 -4.448 0.028
```